(1)
The following is a DFT calculation (ωB97M-V with the def2-TZVPD basis set) of a cluster of 2 separate species, C63H62N5O2 in total at a distorted geometry.

Geometry as XYZ:
```
132
C63H62N5O2 | the Open Molecules 2025 dataset | ωB97M-V with the def2-TZVPD basis set
C 4.950 1.747 5.362
N 4.549 1.435 4.012
C 5.471 1.417 2.993
O 6.579 1.936 3.029
C 4.833 0.672 1.831
C 5.433 -0.723 1.640
C 5.669 -1.451 2.943
C 6.851 -1.215 3.652
C 7.095 -1.862 4.863
C 6.163 -2.778 5.363
C 4.999 -3.051 4.636
C 4.759 -2.402 3.420
N 3.415 0.653 2.230
C 2.501 -0.040 1.488
C 1.197 -0.267 1.878
C 0.383 -1.356 1.457
C -0.592 -1.949 2.409
C -0.725 -3.340 2.557
C -1.547 -3.882 3.546
C -2.282 -3.037 4.389
C -2.208 -1.649 4.206
C -1.369 -1.113 3.228
C 3.289 0.786 3.696
C 2.128 1.580 4.213
C 1.467 2.499 3.477
C 0.163 3.041 3.831
C -0.417 4.056 3.035
C -1.708 4.510 3.288
C -2.446 3.970 4.354
C -1.880 2.973 5.158
C -0.580 2.524 4.916
H 5.678 2.565 5.324
H 4.067 2.055 5.921
H 5.412 0.876 5.857
H 4.946 1.277 0.922
H 4.798 -1.317 0.972
H 6.399 -0.562 1.137
H 7.580 -0.506 3.251
H 8.014 -1.641 5.411
H 6.357 -3.289 6.309
H 4.272 -3.774 5.012
H 3.861 -2.629 2.835
H 2.874 -0.382 0.518
H 0.744 0.415 2.593
H 0.831 -2.031 0.728
H -0.165 -4.000 1.889
H -1.601 -4.967 3.658
H -2.903 -3.459 5.177
H -2.797 -0.975 4.829
H -1.315 -0.033 3.078
H 3.245 -0.216 4.178
H 1.926 1.444 5.279
H 1.910 2.880 2.548
H 0.176 4.466 2.214
H -2.142 5.289 2.659
H -3.454 4.334 4.559
H -2.450 2.543 5.981
H -0.129 1.752 5.545
C -0.086 -5.044 -4.864
C -0.193 -3.634 -4.360
C 0.808 -3.095 -3.550
C 0.721 -1.784 -3.068
C 1.788 -1.153 -2.230
C -0.412 -1.048 -3.391
N -0.533 0.261 -2.814
C -0.222 1.462 -3.440
C 0.772 1.608 -4.492
C 1.549 2.790 -4.487
C 2.536 2.976 -5.451
C 2.720 2.019 -6.459
C 1.920 0.871 -6.501
C 0.931 0.672 -5.538
N -0.920 2.442 -2.933
N -1.764 1.871 -1.974
C -2.939 2.629 -1.654
C -3.612 3.297 -2.699
C -3.290 3.117 -4.147
C -4.640 4.177 -2.363
C -5.055 4.364 -1.046
C -6.161 5.341 -0.767
C -4.409 3.648 -0.031
C -3.353 2.773 -0.311
C -2.670 2.044 0.799
C -1.501 0.550 -1.879
C -1.731 -0.517 -0.886
O -0.853 -0.679 0.027
C -2.886 -1.394 -1.125
C -4.229 -0.792 -1.260
C -2.657 -2.798 -1.334
C -1.494 -3.455 -0.858
C -1.263 -4.805 -1.083
C -2.159 -5.544 -1.858
C -3.270 -4.906 -2.422
C -3.567 -3.589 -2.096
C -1.446 -1.555 -4.177
C -2.653 -0.730 -4.511
C -1.313 -2.860 -4.666
H -0.683 -5.175 -5.775
H 0.961 -5.295 -5.083
H -0.453 -5.766 -4.119
H 1.676 -3.703 -3.282
H 1.387 -0.821 -1.261
H 2.589 -1.880 -2.043
H 2.227 -0.277 -2.734
H 1.351 3.529 -3.711
H 3.165 3.865 -5.422
H 3.489 2.175 -7.219
H 2.063 0.127 -7.285
H 0.262 -0.187 -5.600
H -4.000 3.729 -4.717
H -2.277 3.458 -4.390
H -3.404 2.080 -4.495
H -5.143 4.730 -3.162
H -6.633 5.138 0.197
H -5.795 6.377 -0.757
H -6.919 5.280 -1.555
H -4.731 3.776 1.006
H -2.535 2.708 1.657
H -3.263 1.180 1.138
H -1.685 1.680 0.502
H -4.938 -1.305 -0.589
H -4.217 0.278 -1.001
H -4.609 -0.878 -2.292
H -0.789 -2.868 -0.274
H -0.377 -5.272 -0.643
H -1.999 -6.611 -2.016
H -3.930 -5.450 -3.101
H -4.481 -3.124 -2.476
H -3.482 -1.385 -4.818
H -3.002 -0.151 -3.642
H -2.454 -0.022 -5.333
H -2.110 -3.273 -5.292
```

Output
E_HOMO, eV: -8.4257
Orbital gap, eV: 5.12
LUMO energy, eV: -3.302
Charge: +1

***

(2)
The following is a DFT calculation (ωB97M-V with the def2-TZVPD basis set) of a cluster of 10 separate species, C63H71ClN10O4 in total at a distorted geometry.

Geometry as XYZ:
```
149
C63H71ClN10O4 | the Open Molecules 2025 dataset | ωB97M-V with the def2-TZVPD basis set
C 5.528 -2.086 -0.882
C 6.825 -1.319 -0.528
C 7.065 -0.113 -1.447
C 6.006 0.977 -1.146
O 5.547 1.490 -2.405
C 4.360 2.249 -2.353
Cl 3.141 1.350 -3.315
C 4.770 3.619 -2.970
C 4.869 4.594 -1.792
O 5.057 5.784 -1.782
O 4.673 3.874 -0.623
C 3.854 2.756 -1.010
C 2.387 3.316 -1.031
C 1.532 2.501 -0.049
C 0.097 3.007 0.112
N -0.823 2.510 -0.911
C -1.076 1.085 -0.666
C -2.292 0.530 -1.380
C -3.003 -0.447 -0.718
C -4.106 -1.066 -1.245
C -4.524 -0.669 -2.497
C -3.851 0.305 -3.174
C -2.732 0.900 -2.635
O -2.053 1.860 -3.349
H 4.773 -1.874 -0.110
H 5.651 -3.168 -0.890
H 5.074 -1.744 -1.818
H 6.756 -0.994 0.517
H 7.646 -2.039 -0.588
H 7.005 -0.436 -2.489
H 8.073 0.267 -1.256
H 6.529 1.782 -0.619
H 5.226 0.495 -0.556
H 5.788 3.572 -3.366
H 4.149 3.997 -3.783
H 3.832 2.085 -0.150
H 1.951 3.260 -2.032
H 2.406 4.350 -0.680
H 2.019 2.549 0.934
H 1.595 1.450 -0.353
H 0.146 4.104 0.117
H -0.222 2.734 1.137
H -1.676 3.046 -0.777
H -0.199 0.536 -1.026
H -1.191 0.920 0.418
H -2.657 -0.756 0.267
H -4.593 -1.844 -0.656
H -5.402 -1.170 -2.895
H -4.221 0.594 -4.153
H -1.946 1.530 -4.248
C -7.367 2.789 -1.352
C -7.433 3.931 -0.570
C -6.315 4.283 0.168
N -5.180 3.584 0.175
C -5.137 2.486 -0.582
C -6.195 2.047 -1.362
H -8.219 2.480 -1.945
H -8.327 4.536 -0.535
H -6.317 5.171 0.792
H -4.206 1.938 -0.556
H -6.105 1.154 -1.956
C -0.355 -1.773 4.039
C 0.521 -2.104 3.021
C 1.172 -1.077 2.354
N 1.004 0.216 2.630
C 0.152 0.513 3.615
C -0.546 -0.436 4.346
H -0.883 -2.545 4.586
H 0.699 -3.136 2.747
H 1.869 -1.292 1.550
H 0.030 1.572 3.818
H -1.223 -0.134 5.134
C 4.249 4.529 5.012
C 4.939 4.398 3.820
C 4.566 3.382 2.953
N 3.581 2.519 3.202
C 2.928 2.661 4.357
C 3.219 3.644 5.290
H 4.508 5.311 5.716
H 5.749 5.068 3.565
H 5.078 3.246 2.006
H 2.133 1.946 4.532
H 2.655 3.714 6.210
C -5.265 -5.751 2.923
C -5.994 -5.947 1.761
C -5.987 -4.942 0.806
N -5.323 -3.794 0.942
C -4.629 -3.625 2.067
C -4.566 -4.566 3.083
H -5.243 -6.512 3.694
H -6.554 -6.857 1.598
H -6.540 -5.051 -0.121
H -4.101 -2.681 2.151
H -3.985 -4.375 3.975
C -6.311 4.146 3.777
C -6.827 4.495 5.014
C -7.479 3.519 5.753
N -7.641 2.263 5.341
C -7.138 1.948 4.147
C -6.467 2.845 3.330
H -5.793 4.877 3.168
H -6.727 5.501 5.399
H -7.896 3.747 6.729
H -7.287 0.919 3.836
H -6.078 2.533 2.371
C -10.130 -4.256 1.328
C -9.342 -3.411 0.564
C -9.961 -2.627 -0.398
N -11.273 -2.643 -0.634
C -12.013 -3.464 0.110
C -11.496 -4.286 1.099
H -9.685 -4.883 2.091
H -8.272 -3.358 0.711
H -9.384 -1.948 -1.016
H -13.076 -3.456 -0.107
H -12.146 -4.931 1.674
C -5.428 9.145 -1.606
C -6.808 9.258 -1.648
C -7.553 8.109 -1.867
N -7.018 6.901 -2.043
C -5.688 6.813 -2.002
C -4.852 7.899 -1.786
H -4.809 10.018 -1.436
H -7.296 10.213 -1.513
H -8.636 8.149 -1.904
H -5.282 5.818 -2.151
H -3.779 7.768 -1.761
C 9.442 -6.326 -2.834
C 9.747 -5.598 -1.695
C 8.855 -4.621 -1.281
N 7.719 -4.336 -1.917
C 7.443 -5.046 -3.011
C 8.264 -6.047 -3.508
H 10.114 -7.100 -3.188
H 10.657 -5.784 -1.140
H 9.053 -4.028 -0.393
H 6.513 -4.791 -3.508
H 7.988 -6.591 -4.400
C 14.592 -9.468 -3.737
C 14.519 -8.085 -3.706
C 13.266 -7.495 -3.640
N 12.124 -8.182 -3.609
C 12.216 -9.512 -3.642
C 13.417 -10.200 -3.704
H 15.551 -9.967 -3.787
H 15.412 -7.476 -3.731
H 13.161 -6.416 -3.611
H 11.271 -10.045 -3.617
H 13.430 -11.281 -3.726
```

Output
E_HOMO, eV: -8.4375
Orbital gap, eV: 8.89
LUMO energy, eV: 0.451
Charge: 0

***

(3)
The following is a DFT calculation (ωB97M-V with the def2-TZVPD basis set) of a structure of composition C63H71Ge2INS5SbSc at a distorted geometry.

Geometry as XYZ:
```
145
C63H71Ge2INS5SbSc | the Open Molecules 2025 dataset | ωB97M-V with the def2-TZVPD basis set
Sc 0.034 0.095 1.107
C 1.894 3.466 8.210
C 1.331 2.125 7.809
C 0.063 2.015 7.267
C -0.472 0.789 6.869
C -1.899 0.752 6.383
C 0.324 -0.353 6.968
C 1.580 -0.275 7.593
C 2.404 -1.517 7.806
C 2.061 0.956 8.005
C -0.151 -1.717 6.549
C -0.833 -2.438 7.532
C -1.247 -3.743 7.319
C -0.977 -4.343 6.101
C -0.312 -3.647 5.096
C 0.120 -2.331 5.304
Ge 0.637 -1.245 3.718
S -1.318 -0.592 3.071
S 2.288 0.222 4.150
Ge 3.054 -0.131 2.053
S 2.266 1.076 0.475
S 1.806 -2.050 1.908
C 5.078 0.068 2.108
C 5.740 0.955 1.212
C 7.104 1.233 1.359
C 7.871 0.645 2.341
C 7.254 -0.241 3.193
C 5.887 -0.529 3.104
C 5.547 -1.587 4.124
C 5.587 -2.930 3.742
C 5.570 -3.333 2.288
C 5.699 -3.913 4.722
C 5.759 -3.601 6.070
C 5.840 -4.678 7.123
C 5.715 -2.258 6.429
C 5.608 -1.247 5.485
C 5.592 0.192 5.932
C 5.214 1.711 0.016
C 4.851 3.053 0.145
C 4.660 3.694 1.497
C 4.573 3.787 -1.003
C 4.686 3.236 -2.273
C 4.346 4.041 -3.503
C 5.087 1.910 -2.374
C 5.334 1.132 -1.247
C 5.709 -0.320 -1.390
C -0.119 -4.359 3.791
C -1.179 -4.496 2.895
C -2.538 -3.898 3.166
C -0.981 -5.218 1.718
C 0.235 -5.803 1.415
C 0.438 -6.575 0.137
C 1.278 -5.666 2.331
C 1.120 -4.957 3.511
C 2.273 -4.836 4.473
H 1.427 4.269 7.640
H 2.971 3.507 8.031
H 1.728 3.664 9.272
H -0.539 2.910 7.132
H -2.508 1.428 6.986
H -2.326 -0.250 6.440
H -1.960 1.081 5.344
H 2.770 -1.918 6.856
H 1.822 -2.305 8.288
H 3.266 -1.293 8.432
H 3.044 1.013 8.463
H -1.028 -1.950 8.481
H -1.776 -4.286 8.094
H -1.298 -5.361 5.905
H 7.555 1.926 0.657
H 8.929 0.863 2.431
H 7.828 -0.744 3.963
H 6.327 -2.792 1.714
H 4.601 -3.118 1.832
H 5.756 -4.403 2.183
H 5.760 -4.954 4.418
H 6.153 -5.630 6.692
H 4.866 -4.832 7.595
H 6.546 -4.409 7.912
H 5.782 -1.990 7.480
H 5.735 0.257 7.011
H 4.635 0.657 5.688
H 6.372 0.781 5.446
H 5.319 3.268 2.252
H 3.631 3.537 1.836
H 4.840 4.770 1.446
H 4.259 4.823 -0.899
H 4.614 5.092 -3.377
H 3.273 4.000 -3.708
H 4.864 3.658 -4.383
H 5.199 1.461 -3.357
H 5.742 -0.611 -2.438
H 4.974 -0.957 -0.888
H 6.681 -0.531 -0.937
H -2.504 -3.136 3.943
H -3.243 -4.674 3.480
H -2.931 -3.437 2.259
H -1.805 -5.307 1.014
H -0.417 -6.463 -0.531
H 0.577 -7.640 0.339
H 1.326 -6.222 -0.392
H 2.244 -6.114 2.111
H 3.084 -5.498 4.170
H 1.976 -5.089 5.494
H 2.669 -3.815 4.501
S -1.777 -3.672 -1.640
C -2.786 -3.242 -0.339
C -2.234 -2.235 0.391
C -0.950 -1.754 -0.058
C -0.619 -2.445 -1.192
C 0.464 -2.163 -2.136
C 0.832 -3.038 -3.165
C 1.778 -2.634 -4.086
C 2.361 -1.380 -3.954
C 1.974 -0.608 -2.869
N 1.056 -0.984 -1.990
H -3.716 -3.769 -0.169
H -2.720 -1.847 1.273
H 0.378 -4.020 -3.231
H 2.065 -3.292 -4.898
H 3.096 -1.015 -4.661
H 2.426 0.356 -2.678
I -0.138 2.925 2.353
C -2.592 1.564 -3.764
C -1.810 0.559 -2.907
Sb -0.982 1.353 -1.089
C -2.852 1.330 0.035
C -3.624 2.646 0.042
C -0.897 3.435 -1.558
C 0.353 3.769 -2.386
H -2.963 1.084 -4.674
H -1.976 2.414 -4.071
H -3.458 1.968 -3.229
H -0.984 0.114 -3.472
H -2.442 -0.273 -2.580
H -2.626 1.053 1.068
H -3.436 0.510 -0.387
H -3.015 3.456 0.447
H -4.515 2.563 0.670
H -3.950 2.932 -0.962
H -0.874 3.944 -0.595
H -1.816 3.706 -2.080
H 1.263 3.465 -1.859
H 0.429 4.842 -2.581
H 0.351 3.259 -3.356
```

Output
ΔE to the lowest compared entry with this formula, charge and spin, eV: 2.005
E_HOMO, eV: -4.7835
Orbital gap, eV: 7.02
LUMO energy, eV: 2.238
Charge: -1